{"formula": "C30H28ClNPSTb", "method": "ωB97M-V/def2-TZVPD", "elements": ["Tb", "Cl", "S", "P", "N", "C", "C", "C", "C", "C", "C", "C", "C", "C", "C", "C", "C", "C", "C", "C", "C", "C", "C", "C", "C", "C", "C", "C", "C", "C", "C", "C", "C", "C", "C", "H", "H", "H", "H", "H", "H", "H", "H", "H", "H", "H", "H", "H", "H", "H", "H", "H", "H", "H", "H", "H", "H", "H", "H", "H", "H", "H", "H"], "xyz": [[0.684609, 1.063774, 0.584124], [2.563514, -0.694750, 0.820274], [-2.012186, -0.877782, 2.465731], [0.476373, -0.014023, -1.921186], [-1.112065, -0.008650, 1.397925], [-1.709753, 1.233729, 6.524344], [-1.140696, -3.353961, 2.662623], [-1.987141, 0.260301, 3.874376], [1.333859, -2.838501, 3.768619], [1.410246, -2.154111, -3.372188], [3.134571, -2.037848, -5.058176], [-0.754901, -2.024677, 2.907852], [0.611771, 2.807599, -2.109629], [3.127543, 3.001298, -0.840965], [-2.474642, 0.773680, -4.644119], [0.942618, -4.169418, 3.564864], [-0.998755, 1.796092, 5.453230], [2.384729, 4.149246, -1.125274], [-2.260014, -0.154855, -2.031495], [2.172020, -2.775247, -4.357996], [0.547535, -1.772636, 3.297278], [-1.203920, 0.655328, -4.080452], [3.332304, -0.677817, -4.782515], [-0.339917, -4.404621, 3.070508], [-3.518893, -0.107377, -2.617092], [-3.612639, 0.392061, -3.924797], [2.546956, -0.051982, -3.819848], [-2.705264, -0.319686, 4.934961], [-1.107934, 0.208000, -2.768543], [1.338818, 1.639946, -1.871656], [-1.124340, 1.324677, 4.118065], [1.166584, 4.046973, -1.789458], [1.560613, -0.764934, -3.140400], [2.644937, 1.749309, -1.280348], [-2.588615, 0.182438, 6.237804], [2.761199, 5.144188, -0.857001], [-3.337978, -1.175991, 4.738822], [-0.335921, 2.639010, 5.633977], [1.606204, -5.009966, 3.798257], [0.898829, -0.740786, 3.132895], [-2.118991, -0.454262, -0.985722], [-2.060275, -3.504919, 2.078921], [-0.384045, 2.712957, -2.524304], [-2.548177, 1.177232, -5.651873], [-1.772937, 0.799692, 1.247150], [-4.593956, 0.515300, -4.375462], [-0.305059, 0.900443, -4.645363], [-1.295635, 2.516026, 0.255451], [-0.701658, 2.971550, 0.437475], [0.583599, 4.944868, -2.002485], [-4.411978, -0.429610, -2.058356], [4.119010, -0.114404, -5.287544], [-1.571596, 1.613482, 7.551549], [-3.196341, -0.250278, 7.021434], [2.730511, 1.007317, -3.626170], [-0.774086, -5.398897, 3.011444], [4.067945, 3.092551, -0.279109], [2.270831, -2.632135, 4.262880], [2.002852, -3.841597, -4.546536], [3.709964, -2.524693, -5.834123], [-0.573047, 1.819692, 3.298885], [3.225199, 0.830048, -1.168997], [0.677612, -2.688393, -2.772538]], "atomic_forces_ev_per_a": [[1.348, -2.316, 0.546], [-0.929, 0.948, 0.225], [1.972, 1.083, 0.398], [0.679, 0.618, -1.233], [-1.032, 2.168, -0.832], [0.058, -0.113, -0.692], [-0.712, 0.652, 0.209], [-0.305, -1.364, 1.339], [0.046, 0.210, -0.809], [0.138, 0.898, -0.128], [-0.309, 0.247, 0.129], [-0.182, -2.149, -0.849], [0.301, -0.102, 0.377], [-0.084, -0.709, -0.118], [0.246, 0.033, 0.075], [-0.606, 0.423, 0.534], [-0.088, 0.000, -0.715], [-0.118, 0.395, -0.041], [0.523, 0.113, 0.066], [-0.165, -0.028, 0.274], [-0.122, 0.603, 0.549], [-0.417, -0.063, -0.106], [-0.013, -0.617, 0.072], [-0.019, -0.378, -0.397], [-0.010, 0.246, -0.212], [-0.037, 0.014, 0.191], [0.167, 0.277, -0.306], [0.252, 0.787, 0.321], [-0.319, -0.055, 0.867], [0.135, 0.376, 0.464], [-0.019, 0.227, 0.552], [-0.453, 0.446, 0.112], [0.468, -1.449, 0.077], [-0.391, 0.234, -0.074], [0.023, 0.084, -0.294], [-0.137, -0.510, -0.029], [-0.111, -0.018, 0.084], [-0.100, -0.158, -0.014], [-0.334, 0.485, 0.181], [0.172, -0.597, 1.046], [-0.191, -0.116, -0.463], [0.151, -0.295, 0.790], [-0.011, 0.236, -0.090], [-0.198, -0.169, 0.189], [0.459, -0.610, -0.301], [0.176, -0.129, -0.008], [-0.228, -0.021, 0.044], [0.462, 0.675, 0.178], [-0.940, -0.016, -0.216], [0.281, -0.177, 0.001], [0.519, 0.267, -0.402], [-0.322, -0.202, 0.063], [-0.153, -0.258, -0.749], [0.101, -0.069, 0.021], [-0.157, -0.446, -0.180], [0.463, -0.015, -0.303], [-0.356, -0.210, -0.507], [0.269, 0.094, -0.353], [0.249, 0.488, -0.046], [0.087, 0.019, 0.060], [-0.232, -0.296, 0.576], [-0.048, 0.486, 0.106], [0.103, -0.174, -0.248]], "gap_ev": [7.28, 7.55], "multiplicity": 7, "s2": 12.7095, "molar_mass_g_mol": 659.98, "total_charge": 2}

***

{"formula": "H5N2OP", "method": "ωB97M-V/def2-TZVPD", "elements": ["P", "O", "N", "N", "H", "H", "H", "H", "H"], "xyz": [[0.965998, -0.237045, -1.034817], [0.278611, 0.054507, 2.488942], [0.269208, 0.187482, 0.911224], [-0.496645, 0.368397, -1.516459], [0.531182, -1.692190, -0.918994], [0.014728, 1.176167, 0.773985], [0.244588, -1.008337, 2.545300], [-1.350878, -0.128090, -1.327920], [-0.456793, 1.279109, -1.921261]], "atomic_forces_ev_per_a": [[-0.889, -1.324, 2.736], [1.027, -3.602, -2.827], [-1.193, -0.109, 0.254], [0.997, -0.669, -0.277], [0.577, 1.663, -0.026], [0.324, -0.508, 0.494], [0.015, 3.731, -0.115], [-0.190, 0.520, -0.039], [-0.668, 0.297, -0.200]], "smiles": "NPNO", "gap_ev": [8.30, 8.30], "relative_energy_kcal_mol": 130.1, "molar_mass_g_mol": 80.03}

***

{"formula": "C4H9N4O4", "method": "ωB97M-V/def2-TZVPD", "elements": ["O", "O", "O", "O", "N", "N", "N", "N", "C", "C", "C", "C", "H", "H", "H", "H", "H", "H", "H", "H", "H"], "xyz": [[0.211818, -0.796754, 3.080271], [-0.701308, 4.199502, -1.021414], [0.589747, 2.330735, -1.124376], [-1.367492, -0.031140, -0.618563], [2.127227, -0.223280, -2.193927], [-1.111967, -1.313779, 1.307430], [0.827339, -0.099818, -2.491295], [-0.312953, -1.784928, 2.224263], [0.245991, -0.236569, -3.656980], [-1.167362, -0.645975, 0.342346], [-0.805545, -0.460040, 4.042554], [-0.029004, 3.283659, -1.075961], [2.434126, 0.272927, -1.414249], [0.182648, -0.030036, -1.603612], [-1.759505, -0.148993, 3.470746], [0.650023, -0.198905, -4.644956], [-1.010584, -1.296926, 4.721617], [-0.211737, 0.361336, 4.535757], [-0.910669, -0.367720, -3.618944], [2.801979, -0.270644, -3.032065], [-0.682773, -2.542653, 2.771356]], "atomic_forces_ev_per_a": [[-1.142, -0.944, -0.391], [-0.845, 1.576, 0.050], [2.046, -2.611, -0.178], [-0.145, 1.761, -2.699], [1.478, -1.119, -3.493], [-1.819, 0.308, -0.872], [-2.116, -0.539, -0.597], [3.253, -0.937, 1.405], [-2.608, 0.188, 2.523], [0.266, -1.298, 1.914], [0.477, 1.548, -0.616], [-1.171, 1.081, 0.177], [0.410, 1.116, 1.389], [0.809, -0.137, -1.835], [1.439, -0.123, 1.217], [1.072, -0.227, -0.092], [0.084, 0.198, -0.099], [-1.587, -0.536, 0.091], [2.300, 0.511, 0.152], [-1.590, 0.249, 1.885], [-0.613, -0.065, 0.068]], "gap_ev": 7.95, "relative_energy_kcal_mol": 24.8, "molar_mass_g_mol": 177.14, "total_charge": 1}

***

{"formula": "C3H7N3O", "method": "ωB97M-V/def2-TZVPD", "elements": ["O", "N", "N", "N", "C", "C", "C", "H", "H", "H", "H", "H", "H", "H"], "xyz": [[-1.100772, 0.634603, -0.838749], [1.008164, -0.889630, 1.824897], [1.616060, 0.667071, -0.197549], [1.433626, -0.055950, 2.611298], [0.698749, -0.198210, 0.271620], [-0.588466, -0.314199, 0.328962], [-1.761079, -0.089371, -1.860055], [2.548029, 1.016861, -0.392521], [1.787743, -0.431751, 3.509254], [-2.150534, 0.625953, -2.593455], [-1.323192, -1.009799, 0.685351], [1.535146, 1.461425, 0.476921], [-1.077083, -0.783095, -2.366816], [-2.626390, -0.633908, -1.459156]], "atomic_forces_ev_per_a": [[-0.034, -2.044, 2.338], [0.879, -0.383, -0.501], [-0.671, 4.312, 1.280], [0.700, 0.860, -1.419], [2.404, -2.153, 5.295], [-2.150, 3.197, -6.406], [-0.174, 0.051, 0.175], [0.495, -2.807, -0.898], [-0.877, -0.572, -0.221], [0.198, -0.022, 0.158], [0.217, 0.000, 0.600], [-0.966, -0.313, -0.370], [-0.123, 0.014, 0.064], [0.100, -0.140, -0.095]], "smiles": "[H]/N=N/C(N)=C/OC", "gap_ev": 8.91, "relative_energy_kcal_mol": 160.3, "molar_mass_g_mol": 101.11}

***

{"formula": "C4H5NO", "method": "ωB97M-V/def2-TZVPD", "elements": ["O", "N", "C", "C", "C", "C", "H", "H", "H", "H", "H"], "xyz": [[0.893173, -0.432731, -1.761281], [-0.943337, -1.742237, 1.713002], [-1.087994, -0.287967, -0.452665], [1.118611, 0.776286, 0.341855], [-1.033901, -1.065863, 0.777804], [0.392473, -0.000897, -0.755406], [-1.516649, -0.918719, -1.238694], [2.199004, 0.670198, 0.260843], [0.821451, 0.550114, 1.369420], [0.850638, 1.812131, 0.145375], [-1.693469, 0.639684, -0.400254]], "atomic_forces_ev_per_a": [[0.031, 0.442, 0.356], [-0.057, 0.804, -0.973], [-0.070, 0.084, -0.333], [0.106, 0.026, -0.539], [-0.684, -0.821, 1.240], [0.269, -0.325, 0.240], [0.196, 0.159, 0.043], [-0.082, -0.017, -0.187], [-0.198, -0.173, -0.339], [0.106, 0.326, 0.112], [0.383, -0.506, 0.378]], "smiles": "CC(=O)CC#N", "gap_ev": 11.02, "relative_energy_kcal_mol": 13.0, "molar_mass_g_mol": 83.09}

***

{"formula": "C2H2N2O", "method": "ωB97M-V/def2-TZVPD", "elements": ["O", "N", "N", "C", "C", "H", "H"], "xyz": [[-1.050387, -1.042125, -0.702129], [0.296513, 1.048746, 0.149881], [0.014779, -1.253822, 0.090765], [-0.294213, 1.950544, -0.333521], [0.671800, -0.240536, 0.506356], [-1.172698, -0.081499, -0.856966], [1.534206, -0.381307, 1.145614]], "atomic_forces_ev_per_a": [[-0.145, 0.152, -0.118], [-0.591, 0.748, -0.468], [0.408, 0.229, 0.282], [0.634, -0.670, 0.496], [-0.147, -0.286, -0.091], [0.014, -0.203, 0.028], [-0.174, 0.031, -0.128]], "gap_ev": 10.94, "relative_energy_kcal_mol": 71.8, "molar_mass_g_mol": 70.05}